C3H10N6 | ωB97M-V/def2-TZVPD

Last column: natural (NBO) charge in e.
Positions of all 19 atoms, in Å:
N1 -0.40 -1.67 0.86  -0.781
C1 -0.93 -0.51 0.35  0.428
N2 -1.90 -0.72 -0.56  -0.777
C2 -0.54 0.77 0.64  -0.019
N3 -1.28 1.84 -0.15  -0.670
N4 0.86 0.90 0.96  -0.388
N5 1.69 0.21 0.24  -0.132
C3 2.80 -0.15 0.04  0.710
N6 3.81 -0.67 -0.53  -0.755
H1 -0.87 -2.45 0.44  0.410
H2 0.02 -1.84 1.76  0.439
H3 -2.61 -0.05 -0.43  0.375
H4 -2.43 -1.68 -0.52  0.429
H5 -2.29 1.72 0.09  0.449
H6 -1.36 1.65 -1.12  0.433
H7 -0.86 2.73 -0.02  0.471
H8 0.95 0.87 2.00  0.429
H9 3.71 -1.58 -1.06  0.477
H10 4.53 -0.12 -1.04  0.473

For the energy relative to the best compared isomer or geometry (same formula, charge and spin), the calculation gives 21.2 kcal/mol. Its total charge is +2. The spin multiplicity is 1. The value obtained for the HOMO-LUMO gap is 9.106 eV. As for the LUMO energy: -7.81 eV. As for the SMILES: NC(N)=C([NH3+])NN=C=[NH2+]. The value obtained for the molar mass is 130.16 g mol⁻¹.